Below is a 4-piece molecular cluster, C35H80IN4O5P overall in a non-equilibrium geometry, with properties calculated with ωB97M-V/def2-TZVPD.

* 2S+1: 1
* HOMO level: -0.3004 hartree
* largest force on an atom: 3.663 eV/A
* SMILES string: CCCOP(I)(CCCCCCCCOC(C)=O)(CC(C)C)ON=O.CCN(CC)CC.CCN(CC)CC.CCN(CC)CC

CARTESIAN COORDINATES (ANGSTROEM)
C 6.14 -0.80 2.04
C 5.32 0.49 1.95
C 3.88 0.26 1.50
O 3.69 0.67 0.14
P 2.48 -0.06 -0.68
I 4.01 -2.11 -0.97
C 2.52 0.18 -2.53
C 3.82 0.86 -3.04
C 4.73 0.00 -3.95
C 4.01 -0.62 -5.16
C 4.74 -1.90 -5.61
C 4.68 -3.03 -4.60
C 4.79 -4.43 -5.23
C 5.25 -5.49 -4.24
O 4.12 -6.11 -3.60
C 4.38 -6.49 -2.34
C 3.34 -6.24 -1.29
O 5.39 -6.99 -2.03
C 1.24 -1.17 0.16
C -0.25 -0.95 -0.20
C -1.02 -2.21 0.31
C -0.52 -0.82 -1.71
O 1.44 1.34 -0.60
N 1.19 1.78 0.68
O 0.42 2.67 0.69
H 6.26 -1.21 1.04
H 5.72 -1.55 2.71
H 7.13 -0.55 2.44
H 5.35 1.03 2.90
H 5.80 1.14 1.22
H 3.54 -0.75 1.73
H 3.27 0.93 2.12
H 2.34 -0.80 -2.96
H 1.66 0.78 -2.79
H 4.39 1.27 -2.20
H 3.50 1.69 -3.66
H 5.30 -0.71 -3.37
H 5.46 0.70 -4.36
H 4.04 0.04 -6.03
H 2.97 -0.87 -4.98
H 5.79 -1.64 -5.77
H 4.39 -2.24 -6.59
H 3.76 -3.01 -4.03
H 5.49 -2.97 -3.87
H 3.82 -4.72 -5.62
H 5.47 -4.45 -6.08
H 5.91 -5.04 -3.50
H 5.79 -6.27 -4.78
H 3.74 -5.60 -0.51
H 3.07 -7.18 -0.81
H 2.44 -5.76 -1.68
H 1.53 -2.20 0.00
H 1.33 -0.98 1.24
H -0.62 -0.05 0.29
H -1.29 -2.80 -0.56
H -0.33 -2.85 0.87
H -1.89 -1.96 0.89
H 0.18 -1.39 -2.31
H -0.42 0.22 -2.02
H -1.55 -1.08 -1.94
C 7.37 6.79 5.27
C 6.10 6.00 5.52
N 5.74 5.13 4.41
C 4.39 4.59 4.52
C 4.08 3.65 5.68
C 6.76 4.19 3.99
C 7.29 3.19 5.03
H 7.31 7.36 4.35
H 7.53 7.49 6.09
H 8.25 6.14 5.23
H 5.29 6.72 5.67
H 6.20 5.44 6.46
H 4.14 4.09 3.58
H 3.70 5.44 4.57
H 4.51 2.66 5.53
H 2.99 3.51 5.76
H 4.43 4.04 6.64
H 7.60 4.75 3.59
H 6.39 3.63 3.12
H 7.51 3.66 5.99
H 8.23 2.76 4.67
H 6.60 2.37 5.19
C -2.49 2.95 -2.09
C -3.57 1.88 -1.99
N -3.66 1.28 -0.67
C -4.48 0.08 -0.64
C -5.98 0.23 -0.94
C -3.85 2.21 0.44
C -5.08 3.12 0.41
H -1.52 2.54 -1.78
H -2.40 3.28 -3.13
H -2.71 3.82 -1.49
H -3.33 1.09 -2.71
H -4.53 2.32 -2.32
H -4.36 -0.40 0.34
H -4.06 -0.63 -1.35
H -6.52 0.68 -0.11
H -6.41 -0.76 -1.10
H -6.16 0.82 -1.84
H -2.96 2.84 0.50
H -3.85 1.64 1.37
H -5.24 3.57 -0.57
H -4.94 3.94 1.12
H -5.98 2.60 0.70
C -8.18 -2.26 1.20
C -9.68 -2.29 1.46
N -10.38 -1.17 0.88
C -11.75 -1.05 1.35
C -12.74 -2.17 1.00
C -10.19 -0.96 -0.55
C -10.55 -2.11 -1.50
H -7.75 -1.31 1.54
H -7.69 -3.07 1.74
H -7.94 -2.38 0.14
H -9.83 -2.27 2.54
H -10.07 -3.26 1.11
H -12.16 -0.09 1.00
H -11.72 -0.96 2.44
H -13.05 -2.12 -0.05
H -13.64 -2.06 1.60
H -12.33 -3.16 1.20
H -9.14 -0.71 -0.71
H -10.73 -0.06 -0.85
H -10.19 -3.08 -1.14
H -10.09 -1.93 -2.47
H -11.62 -2.18 -1.66